Density functional theory data (ωB97M-V/def2-TZVPD) for a molecular structure, C25H40AuGeN3O8Se in a non-equilibrium geometry.

Spin multiplicity: 2
Total charge: +1
Energy above the lowest of the compared OMol25 structures with the same formula, charge and spin: 300.06 kJ/mol
HOMO-LUMO gap (alpha / beta): 2.57 / 2.89 eV
Largest force on an atom: 0.06186 Eh/bohr
LUMO energy (alpha / beta): -7.63 / -7.31 eV

Last column: Löwdin charge in e.
Cartesian coordinates (Å):
Au1 0.2916 0.1285 -1.2945  1.4347
C1 -1.1046 -4.0112 -0.6092  -0.0297
C2 -0.2677 -2.9180 0.0669  -0.6737
C3 -1.1477 -2.0710 0.9900  -0.0289
C4 0.8701 -3.5497 0.8829  -0.0112
O1 0.3051 -2.0824 -0.9230  -0.4254
Ge1 0.8974 -2.4116 -2.7293  1.1749
O2 -0.4483 -0.9022 -3.1567  -0.3815
C5 -1.4376 -0.6160 -4.0851  -0.6927
C6 -1.3767 -1.7012 -5.1716  -0.0290
C7 -1.2114 0.7681 -4.7195  -0.0117
C8 -2.8288 -0.6136 -3.4278  -0.0069
O3 2.0181 -0.8704 -2.2450  -0.3970
C9 3.0501 -0.2146 -2.9475  -0.6856
C10 4.0151 -1.2845 -3.4796  -0.0201
C11 3.7659 0.7229 -1.9727  -0.0197
C12 2.4750 0.6026 -4.1069  -0.0175
H1 -1.5602 -4.6593 0.1349  0.1001
H2 -0.4737 -4.6161 -1.2652  0.0753
H3 -1.8887 -3.5562 -1.2102  0.0853
H4 -1.4966 -2.6727 1.8256  0.1018
H5 -1.9978 -1.6708 0.4452  0.0855
H6 -0.5736 -1.2301 1.3725  0.0604
H7 0.4854 -4.3565 1.4997  0.0978
H8 1.3239 -2.8033 1.5257  0.0664
H9 1.6291 -3.9411 0.2077  0.0906
H10 -0.3717 -1.7452 -5.5881  0.0804
H11 -2.0830 -1.4733 -5.9633  0.1001
H12 -1.6196 -2.6701 -4.7369  0.0847
H13 -0.2685 0.7810 -5.2611  0.0779
H14 -1.1852 1.5339 -3.9469  0.0569
H15 -2.0272 0.9950 -5.3996  0.1008
H16 -2.9811 -1.5390 -2.8781  0.0829
H17 -3.5884 -0.5180 -4.1986  0.0991
H18 -2.9261 0.2278 -2.7465  0.0586
H19 4.3976 -1.8907 -2.6576  0.0965
H20 4.8511 -0.8093 -3.9869  0.1034
H21 3.4973 -1.9400 -4.1828  0.0738
H22 4.1355 0.1600 -1.1183  0.0907
H23 3.0716 1.4832 -1.6191  0.0687
H24 4.6014 1.2059 -2.4707  0.1003
H25 1.9957 -0.0703 -4.8177  0.0844
H26 3.2613 1.1577 -4.6137  0.1044
H27 1.7371 1.3033 -3.7216  0.0713
C13 -2.9252 -1.3596 5.0904  -0.0590
C14 -2.2513 -0.0448 4.9485  -0.2791
C15 -2.1289 0.5803 3.7014  -0.0397
C16 -1.4732 1.7796 3.5552  -0.0218
C17 -0.9010 2.4046 4.6808  -0.2666
N1 -0.1848 3.5677 4.6156  0.1195
C18 0.0593 4.4131 3.5034  -0.4883
O4 -0.1529 5.5887 3.6039  0.1292
N2 0.5793 3.8463 2.3718  0.1624
C19 1.1047 2.5943 2.1277  -0.1922
C20 1.6011 1.7163 3.0946  0.0361
C21 2.0445 0.4622 2.7078  -0.0025
C22 1.9372 0.0810 1.3813  -0.1264
N3 1.5113 0.9375 0.4624  -0.0070
C23 1.1765 2.1648 0.7960  -0.0936
C24 -1.0625 1.8015 5.9493  -0.0153
C25 -1.7147 0.6021 6.0743  -0.0376
H28 -3.3079 -1.7126 4.1369  0.0702
H29 -3.7505 -1.2972 5.8018  0.0873
H30 -2.2278 -2.0971 5.4918  0.0838
H31 -2.5669 0.1194 2.8299  0.1034
H32 -1.4389 2.2479 2.5849  0.0967
H33 -0.1144 4.0785 5.4921  0.1584
H34 0.4055 4.4049 1.5375  0.1553
H35 1.6660 2.0104 4.1284  0.1271
H36 2.4372 -0.2291 3.4390  0.1236
H37 2.2274 -0.8946 1.0216  0.1057
H38 0.9314 2.8463 -0.0013  0.0929
H39 -0.6498 2.2912 6.8199  0.1139
H40 -1.8178 0.1476 7.0491  0.1187
O5 -2.7040 2.4778 -1.8489  -0.3394
Se1 -1.4412 2.3314 -0.9440  0.7923
O6 -1.2679 3.4771 0.1270  -0.3573
O7 -1.3792 0.8430 -0.1717  -0.3900
O8 -0.0317 2.1579 -1.8576  -0.4377

Forces on the atoms, in the same order (eV/Å):
Au 0.1 -0.9 0.5
C 0.3 0.4 -0.2
C -0.6 -0.9 1.2
C 0.3 0.0 -0.5
C -0.2 0.3 -0.4
O 0.7 1.5 -1.1
Ge -0.8 0.3 -0.2
O 1.9 -0.7 1.7
C -1.9 1.0 -1.2
C 0.3 0.0 0.5
C 0.3 -0.5 0.3
C 0.6 -0.2 0.0
O -2.0 0.3 1.4
C 1.1 1.4 -0.9
C -0.5 -0.2 0.4
C -0.2 -0.4 -0.1
C 0.0 -0.4 0.3
H 0.0 0.0 0.0
H 0.0 -0.1 0.1
H -0.2 0.0 -0.1
H 0.0 0.0 0.1
H -0.2 0.0 0.0
H 0.1 0.1 0.2
H 0.0 -0.1 0.1
H 0.1 0.1 0.1
H 0.1 -0.2 0.0
H 0.1 0.0 -0.2
H -0.1 0.0 -0.1
H -0.1 -0.1 -0.1
H 0.1 0.1 -0.1
H 0.0 0.0 0.0
H 0.0 0.0 -0.1
H -0.1 -0.2 0.0
H -0.1 0.0 0.0
H 0.0 0.1 0.1
H 0.1 0.0 0.0
H 0.0 0.1 0.0
H 0.1 0.0 -0.1
H 0.1 0.0 0.1
H 0.0 0.1 0.0
H 0.1 0.1 0.0
H -0.1 0.1 -0.1
H 0.0 0.0 0.0
H -0.1 0.1 -0.1
C -0.2 -0.3 0.3
C 0.4 0.7 -0.2
C -0.1 -0.6 0.8
C 0.4 0.8 0.7
C -1.0 -1.7 0.0
N 1.2 1.5 -0.3
C -0.6 -0.5 1.9
O 0.2 0.5 -0.4
N 0.2 0.0 -1.2
C 0.3 -0.3 0.0
C 0.1 -0.1 -0.1
C -0.1 0.1 -0.2
C 0.3 -0.5 0.3
N -0.3 -0.4 -0.4
C -0.2 1.0 0.6
C 0.3 0.5 -0.8
C -0.4 -0.4 -0.7
H -0.1 -0.1 0.0
H -0.1 -0.1 -0.1
H 0.0 -0.1 -0.1
H -0.1 -0.1 -0.1
H 0.0 0.1 -0.1
H -0.2 0.0 -0.4
H 0.0 -0.1 0.4
H -0.1 0.1 0.1
H 0.0 0.0 0.0
H -0.1 -0.1 0.1
H 0.0 0.0 0.1
H 0.1 0.1 0.1
H 0.0 0.0 0.1
O -1.2 -0.3 -1.2
Se -1.3 2.5 0.1
O 0.4 0.6 0.8
O 1.9 -2.4 -0.8
O 1.1 -1.1 -0.4

***

Density functional theory data (ωB97M-V/def2-TZVPD) for a molecular structure, C25H40BBeF4N2O5 in a non-equilibrium geometry.

Total charge: +1
HOMO-LUMO gap: 6.02 eV
Largest force on an atom: 0.05328 Eh/bohr
LUMO energy: -4.92 eV

Last column: Löwdin charge in e.
Cartesian coordinates (Å):
Be1 -3.5662 16.9074 17.6447  1.0619
B1 -5.6771 15.7802 16.3228  -1.3681
F1 -5.0269 16.8273 15.6362  0.1071
F2 -6.5063 15.1670 15.4082  0.1587
F3 -4.6987 14.9058 16.8065  0.1324
F4 -6.3755 16.3433 17.3933  0.1202
N1 -4.9628 17.3453 19.6922  0.0688
C1 -5.8810 16.4526 20.1069  -0.1155
C2 -6.4462 16.5309 21.3677  -0.0437
C3 -6.0067 17.4990 22.2292  -0.0502
C4 -4.9439 18.3304 21.8891  -0.0344
C5 -4.5222 18.2386 20.5756  -0.1392
H1 -6.1602 15.6294 19.4669  0.1109
H2 -7.2790 15.8852 21.6084  0.1219
H3 -6.4453 17.6798 23.2026  0.1196
H4 -4.5680 19.0072 22.6406  0.1150
H5 -3.7569 18.9503 20.2871  0.1120
N2 -2.4160 17.9879 15.4046  0.0655
C6 -1.5028 18.9516 15.5099  -0.1601
C7 -0.6503 19.3646 14.4992  -0.0412
C8 -0.7438 18.6823 13.2967  -0.0520
C9 -1.6350 17.6253 13.1661  -0.0457
C10 -2.4839 17.3466 14.2235  -0.1433
H6 -1.3915 19.4143 16.4833  0.1070
H7 0.1274 20.0923 14.6762  0.1139
H8 0.0802 18.7605 12.5982  0.1167
H9 -1.6753 17.0496 12.2528  0.1150
H10 -3.1628 16.5076 14.1477  0.1142
C11 -2.6980 12.4821 19.0995  -0.0019
C12 -3.4649 13.5825 19.7232  -0.4601
O1 -3.4553 14.7069 19.2660  0.0164
C13 -4.2442 13.2964 21.0052  0.0078
H11 -2.8744 11.4927 19.5194  0.0917
H12 -1.6267 12.6860 19.0678  0.1027
H13 -2.9613 12.3731 18.0451  0.0736
H14 -3.4698 13.0761 21.7441  0.0985
H15 -5.0341 12.5635 20.8507  0.0959
H16 -4.7107 14.1860 21.4287  0.0626
C14 0.0181 14.9548 15.2550  0.0080
C15 -1.3592 14.6908 15.8814  -0.4358
O2 -1.8775 15.4744 16.6543  0.0176
C16 -1.9865 13.3588 15.5690  -0.0044
H17 0.8316 14.4144 15.7376  0.0960
H18 0.1998 16.0258 15.1802  0.0751
H19 0.0147 14.5784 14.2299  0.0874
H20 -1.4266 12.4714 15.8609  0.1010
H21 -2.1749 13.2514 14.4979  0.0988
H22 -2.9826 13.3639 16.0127  0.0635
C17 -6.7441 12.0281 15.6647  -0.0192
C18 -8.0543 12.3619 16.3513  -0.4750
O3 -9.0834 11.7631 16.1491  0.0788
C19 -7.9618 13.3878 17.4632  -0.0184
H23 -5.8989 12.2090 16.3266  0.0614
H24 -6.6809 12.7376 14.8349  0.0835
H25 -6.6667 11.0446 15.2052  0.0839
H26 -7.0316 13.1423 17.9875  0.0690
H27 -8.7230 13.1980 18.2210  0.0850
H28 -7.9168 14.4606 17.2933  0.0679
C20 -8.1068 17.8793 13.6499  -0.0007
C21 -7.0164 18.9195 13.7929  -0.4618
O4 -7.2593 19.8939 14.4784  0.0420
C22 -5.6706 18.7889 13.0814  -0.0135
H29 -8.4092 17.7968 12.6064  0.0913
H30 -8.9064 18.1740 14.3247  0.0867
H31 -7.7356 16.9191 14.0164  0.0725
H32 -5.6715 19.2846 12.1080  0.0879
H33 -5.4381 17.7406 12.8956  0.0746
H34 -4.8764 19.2945 13.6292  0.0677
C23 -4.1586 21.1393 16.5001  -0.0022
C24 -5.1725 20.1417 17.0774  -0.4265
O5 -4.8155 18.9676 17.0830  -0.0106
C25 -6.4216 20.6797 17.7182  0.0140
H35 -4.6037 21.5244 15.5810  0.0961
H36 -3.1320 20.8593 16.2702  0.0475
H37 -3.9468 21.8862 17.2705  0.0861
H38 -7.1863 20.7054 16.9358  0.0899
H39 -6.2973 21.6839 18.1133  0.0913
H40 -6.7776 19.9271 18.4205  0.0893

Forces on the atoms, in the same order (eV/Å):
Be -2.0 -0.4 -1.4
B -1.6 0.4 -1.1
F 1.1 0.2 0.6
F -0.1 -0.3 0.1
F 0.9 0.3 0.7
F 0.1 -0.2 0.0
N 1.1 -1.0 -0.9
C 0.4 0.0 0.0
C -0.5 0.0 -0.6
C 0.4 0.8 1.1
C -1.1 -0.8 -0.4
C 1.0 0.9 0.6
H 0.1 0.3 -0.4
H 0.1 -0.1 0.1
H -0.2 -0.5 0.0
H 0.3 0.3 -0.4
H 0.0 -0.2 -0.5
N 0.2 -0.5 0.2
C 0.1 0.4 0.6
C -0.4 -0.6 -0.3
C 1.1 -0.8 0.3
C -0.3 0.7 0.1
C 0.1 -0.3 0.3
H -0.2 0.0 0.1
H -0.1 0.1 0.0
H -0.4 0.5 -0.4
H -0.1 -0.1 0.0
H -0.2 0.1 0.2
C 0.3 -1.1 -0.9
C -0.9 0.6 0.8
O 0.3 0.6 -0.3
C 0.5 0.8 -0.2
H 0.1 0.2 0.4
H 0.0 0.1 0.3
H -0.2 0.3 0.0
H -0.3 -0.9 0.1
H 0.4 -0.5 0.3
H 0.0 0.2 -0.5
C -0.9 0.2 -0.6
C 1.3 -0.9 0.2
O -0.4 0.9 0.3
C -1.3 0.3 -0.3
H -0.1 0.1 0.4
H 0.2 0.0 0.4
H -0.1 -0.1 0.0
H 0.3 0.3 0.2
H 0.3 0.1 -0.1
H 0.1 -0.2 0.2
C -0.1 0.5 -0.6
C -0.1 -0.4 0.4
O 0.2 0.1 -0.3
C 0.4 -0.3 1.3
H 0.0 0.0 -0.1
H 0.2 0.1 0.1
H -0.4 -0.1 0.3
H 0.2 0.2 0.0
H -0.4 0.0 -0.4
H -0.1 -0.2 -0.7
C 0.8 -0.1 0.3
C -0.3 0.6 0.1
O 0.6 0.1 0.1
C -0.3 -0.2 -0.1
H -0.2 -0.1 0.1
H -0.2 0.1 -0.4
H 0.1 -0.1 -0.3
H -0.4 0.0 -0.1
H 0.1 0.0 0.1
H -0.1 -0.2 0.3
C -0.5 0.6 0.4
C 2.7 -0.1 0.0
O -0.6 -0.3 0.9
C -0.1 -1.0 -0.8
H 0.0 0.6 0.2
H -0.4 -1.2 -0.2
H -0.8 0.6 -0.3
H 0.0 0.2 -0.1
H 0.1 -0.1 0.1
H 0.1 0.3 0.3

***

Density functional theory data (ωB97M-V/def2-TZVPD) for a molecular structure, C25H40BeBrCl3N3O3Si in a non-equilibrium geometry.

Total charge: -1
Energy above the lowest of the compared OMol25 structures with the same formula, charge and spin: 130.04 kJ/mol
HOMO-LUMO gap: 7.19 eV
Largest force on an atom: 0.04095 Eh/bohr
LUMO energy: 2.32 eV

Last column: Löwdin charge in e.
Cartesian coordinates (Å):
C1 2.6721 -2.5122 -2.4826  -0.0700
C2 2.0620 -1.6662 -3.5493  -0.2272
H1 2.3104 -3.5484 -2.5643  0.0802
H2 2.4347 -2.1354 -1.4701  -0.0411
H3 3.7721 -2.5282 -2.5985  0.0965
C3 1.9701 -2.1192 -4.8112  -0.1221
C4 2.3864 -3.4845 -5.2524  -0.1127
H4 1.6395 -1.4679 -5.6210  0.0922
H5 1.9363 -4.2719 -4.6352  0.0709
H6 3.4754 -3.6255 -5.2331  0.0775
H7 2.0623 -3.6366 -6.2858  0.0624
Be1 1.7438 0.0733 1.3752  -0.5522
Cl1 3.0673 0.5812 2.7040  0.0721
Cl2 2.0518 -1.8030 0.7650  0.1874
C5 1.2019 2.5821 1.3138  -0.2800
O1 1.1748 1.4676 0.7142  -0.1699
N1 0.1300 3.3017 1.6640  -0.1307
C6 -1.2436 2.7677 1.7721  -0.0491
C7 0.2709 4.7576 1.7406  -0.0430
H8 2.1724 3.0387 1.5924  0.1304
H9 -1.2716 1.9451 2.5002  0.0073
H10 -1.5974 2.3977 0.8015  0.0670
H11 -1.8683 3.5923 2.1042  0.0767
H12 1.1773 5.0271 2.2950  0.0911
H13 -0.6055 5.1740 2.2397  0.0792
H14 0.3254 5.1948 0.7270  0.0962
H15 0.6711 -3.1457 2.9359  0.0457
H16 -0.6030 -3.4854 0.5900  0.0723
C8 -0.2154 -3.6698 3.3234  -0.0760
C9 -1.4343 -3.8864 1.1929  -0.0655
N2 -1.3935 -3.3524 2.5326  -0.2064
H17 -0.3964 -3.3668 4.3582  0.0736
C10 -2.3418 -2.4830 2.9674  -0.4063
O2 -3.3611 -2.1668 2.3531  -0.0386
H18 -2.3858 -3.6281 0.7267  0.0793
H19 -2.1079 -2.0457 3.9622  0.0937
H20 -0.0347 -4.7540 3.2817  0.0817
H21 -1.3237 -4.9798 1.2345  0.0819
O3 0.7862 -0.3100 -2.0053  -0.1860
C11 1.6732 -0.2543 -3.1283  -0.2722
C12 0.1035 0.2635 -5.0787  -0.0830
C13 1.2023 0.6195 -4.2910  -0.1890
H22 -0.4431 -0.6557 -4.8367  0.1235
C14 -0.2708 1.0706 -6.1583  -0.0799
H23 2.6127 0.1787 -2.7430  0.1497
C15 1.9640 1.7490 -4.6071  -0.0345
H24 -1.1493 0.7929 -6.7469  0.1039
C16 0.5044 2.1869 -6.4878  -0.1012
C17 1.6271 2.5261 -5.7176  -0.0889
H25 2.8303 1.9760 -3.9764  0.1173
H26 0.2417 2.7825 -7.3578  0.0910
H27 2.2575 3.3777 -5.9820  0.0959
Si1 -0.7135 0.3805 -1.5423  0.4544
Cl3 -0.3504 -0.2295 2.4475  0.1893
C18 -2.1273 0.1318 -2.7730  -0.1871
C19 -0.4024 2.2243 -1.6948  -0.1494
C20 -1.3689 -0.6474 -0.1583  -0.2461
H28 -1.9493 0.5871 -3.7520  -0.0021
H29 -3.0261 0.5973 -2.3464  0.0356
H30 -2.3388 -0.9351 -2.9121  0.0327
H31 -2.1512 -1.3663 -0.4410  0.0437
H32 -1.7994 -0.0014 0.6121  -0.0233
H33 -0.5276 -1.2314 0.2367  -0.0610
H34 -0.4395 2.4902 -2.7633  0.0341
H35 0.5971 2.4863 -1.3247  0.0252
H36 -1.1513 2.8380 -1.1767  0.0213
Br1 -2.5963 -1.4284 8.8751  0.6992
C21 -1.8115 -0.1659 7.6977  -0.6695
C22 -1.7356 1.1893 8.0414  -0.1335
C23 -1.1441 2.0855 7.1498  -0.0630
C24 -0.6416 1.5766 5.9287  -0.1353
N3 -0.7580 0.2969 5.6169  0.0576
C25 -1.3259 -0.5799 6.4290  -0.1735
H37 -2.1155 1.5031 9.0082  0.0935
H38 -1.0480 3.1457 7.3680  0.0944
H39 -0.1646 2.2332 5.1961  0.1049
H40 -1.3733 -1.6223 6.1301  0.0867

Forces on the atoms, in the same order (eV/Å):
C 0.0 -0.1 0.6
C -0.3 -0.1 -0.9
H 0.2 0.2 0.1
H 0.1 -0.3 -0.7
H -0.3 0.0 0.0
C 0.1 0.6 0.3
C 0.0 -0.3 -0.2
H 0.0 -0.1 0.4
H 0.1 0.1 -0.1
H -0.1 0.0 0.1
H 0.1 -0.1 0.1
Be -0.9 -0.8 1.0
Cl 0.6 0.4 0.4
Cl 0.0 0.4 -0.1
C -0.1 -0.7 -0.3
O -0.3 1.3 0.5
N 0.1 -0.2 -0.3
C 0.2 -0.2 -0.3
C 0.3 0.0 -0.1
H -0.4 -0.1 -0.3
H 0.1 0.2 -0.4
H 0.0 0.1 0.3
H -0.1 0.0 -0.1
H -0.2 0.0 -0.1
H 0.3 -0.1 0.0
H 0.0 -0.1 0.4
H -0.2 -0.1 0.1
H -0.2 -0.1 0.2
C 0.0 0.3 -0.2
C 0.2 -0.1 -0.2
N -0.3 0.0 0.3
H 0.1 0.0 -0.1
C -0.3 0.3 -0.4
O 0.7 -0.4 0.4
H 0.1 0.0 0.1
H -0.1 -0.3 -0.3
H -0.1 0.2 0.1
H -0.1 0.1 -0.1
O -0.9 0.0 -0.4
C -0.2 0.2 0.3
C 0.0 0.3 0.0
C 0.4 -0.2 0.3
H 0.2 0.5 -0.1
C 0.3 -0.2 0.2
H -0.2 0.1 -0.1
C -0.4 -0.2 -0.2
H 0.3 0.2 0.1
C 0.2 0.0 0.2
C -0.1 -0.2 0.0
H -0.3 0.1 -0.3
H 0.0 0.0 0.1
H -0.3 -0.2 0.0
Si 0.5 -1.0 -1.8
Cl 1.2 0.2 1.2
C 0.1 0.1 -0.6
C 0.1 0.5 0.3
C 0.1 0.0 -0.1
H -0.2 0.0 0.1
H 0.1 -0.1 0.0
H 0.0 0.1 0.0
H 0.2 0.4 -0.5
H 0.2 -0.5 0.0
H -0.5 0.4 0.2
H -0.1 -0.2 0.2
H -0.3 0.0 -0.1
H 0.1 0.0 -0.1
Br 0.1 0.1 0.0
C 0.3 0.4 -1.2
C 0.1 -0.4 -0.1
C 0.3 -0.6 -0.7
C -0.7 0.2 1.1
N 0.2 -0.4 -0.4
C -0.2 1.0 1.5
H 0.0 0.1 -0.1
H -0.1 -0.2 0.1
H -0.1 -0.3 0.1
H 0.0 0.1 -0.1